{"formula": "C5H6F5NO2", "method": "ωB97M-V/def2-TZVPD", "species": ["C", "C", "C", "C", "C", "N", "O", "O", "F", "F", "F", "F", "F", "H", "H", "H", "H", "H", "H"], "coordinates": [[1.5050, 0.7013, -0.4203], [1.4841, -0.9038, -0.7010], [0.8697, -0.4118, 1.4083], [-1.0579, 0.9683, -1.4692], [-1.9648, 0.2133, -0.3856], [0.3701, -0.6586, 2.6476], [1.2378, 0.7430, 1.0114], [1.1111, -1.4751, 0.5323], [-1.7012, 2.1995, -1.6572], [-1.3505, 0.3355, -2.6343], [-1.7146, 0.7206, 0.8182], [-1.5995, -1.0707, -0.1883], [-3.2557, 0.2716, -0.7014], [2.4986, 1.0929, -0.8167], [0.2102, 1.0301, -0.9335], [0.8256, -0.9750, -1.5599], [2.5465, -1.1841, -1.0114], [0.1004, 0.0172, 3.3503], [-0.1148, -1.6143, 2.7105]], "nbo_charge": [-0.286, -0.134, 0.922, 0.334, 0.886, -0.791, -0.403, -0.455, -0.376, -0.362, -0.347, -0.351, -0.310, 0.189, 0.216, 0.206, 0.186, 0.442, 0.436], "spin_multiplicity": 1, "lumo_energy_ev": 0.16, "orbital_gap_ha": 0.2655}

=====

{"formula": "C5H6F7O", "method": "ωB97M-V/def2-TZVPD", "species": ["C", "C", "C", "C", "C", "O", "F", "F", "F", "F", "F", "F", "F", "H", "H", "H", "H", "H", "H"], "coordinates": [[-0.4237, -1.7104, 1.1448], [-1.7633, -0.2825, -0.0374], [0.3589, 0.5260, 0.3501], [1.8611, 0.2132, 0.2545], [0.0084, 1.9783, -0.1580], [-0.6066, -0.4821, 0.4429], [-0.4157, -0.9500, -2.4097], [2.5965, 1.1092, 0.8727], [2.1910, 0.1877, -1.0519], [2.2240, -0.9277, 0.7855], [1.0385, 2.8247, -0.2295], [-0.8919, 2.5232, 0.6656], [-0.6247, 1.9697, -1.3451], [0.5178, -2.2520, 0.8631], [-0.0770, -1.3646, 2.2274], [-1.3764, -2.2376, 1.1365], [-1.8780, 0.7200, -0.5703], [-0.1275, -0.9275, -3.3002], [-2.6115, -0.9174, 0.3589]], "nbo_charge": [-0.293, 0.021, 0.110, 0.932, 0.942, -0.257, -0.583, -0.271, -0.296, -0.300, -0.261, -0.301, -0.301, 0.284, 0.255, 0.256, 0.249, 0.588, 0.228], "total_charge": 1, "spin_multiplicity": 1, "lumo_energy_ev": [-5.10, -6.41], "orbital_gap_ha": [0.3691, 0.2816]}

=====

{"formula": "C5H6FHgO3", "method": "ωB97M-V/def2-TZVPD", "species": ["O", "Hg", "O", "C", "O", "C", "H", "H", "C", "F", "H", "C", "C", "H", "H", "H"], "coordinates": [[-3.5631, 1.1602, -2.0314], [-6.9132, 3.2412, -3.1454], [-5.3856, 1.2986, -3.3330], [-4.3910, 0.7124, -2.9847], [-3.9495, -0.3912, -3.5321], [-2.6962, -0.7783, -2.9421], [-2.8105, -1.7738, -2.4983], [-1.9147, -0.7893, -3.7128], [-2.4774, 0.3159, -1.9297], [-1.3379, 0.9828, -1.9559], [-1.6900, -1.3794, 0.4602], [-0.7621, -1.6993, 1.0028], [0.1732, -2.4455, 0.4182], [-0.5612, -1.1428, 1.9217], [1.2171, -2.4086, 0.7409], [-0.0588, -3.0897, -0.4336]], "nbo_charge": [-0.478, 0.947, -0.696, 1.020, -0.432, -0.193, 0.243, 0.243, 0.629, -0.281, 0.172, -0.395, -0.379, 0.202, 0.208, 0.189], "total_charge": 1, "spin_multiplicity": 3, "lumo_energy_ev": [-3.94, -8.53], "orbital_gap_ha": [0.3004, 0.1318]}

=====

{"formula": "C5H6FMgO4", "method": "ωB97M-V/def2-TZVPD", "species": ["O", "C", "H", "H", "C", "H", "H", "C", "C", "O", "C", "O", "O", "F", "H", "H", "Mg"], "coordinates": [[3.0105, 0.5625, -0.4873], [3.2263, -0.3757, 0.3075], [4.2009, -0.4058, 0.8146], [-0.1290, 0.0714, 0.8706], [2.2799, -1.4044, 0.5758], [1.6095, -1.6996, -0.2336], [2.5244, -2.1398, 1.3434], [-0.9393, 0.4076, 0.1075], [-2.2160, 1.1099, 0.5129], [-3.1876, 0.4817, -0.3247], [-2.6690, -0.5641, -0.9497], [-1.3262, -0.6604, -0.6337], [-3.2371, -1.3719, -1.6056], [-0.1707, 1.2871, -0.7873], [-2.1875, 2.1848, 0.3154], [-2.4550, 0.9166, 1.5644], [1.6659, 1.6001, -1.3901]], "nbo_charge": [-0.833, 0.371, 0.225, 0.201, -0.200, 0.222, 0.258, 0.432, -0.151, -0.430, 0.946, -0.479, -0.453, -0.539, 0.246, 0.258, 1.926], "total_charge": 2, "spin_multiplicity": 2, "lumo_energy_ev": [-10.88, -11.03], "orbital_gap_ha": [0.2587, 0.2531]}

=====

{"formula": "C5H6FNO3", "method": "ωB97M-V/def2-TZVPD", "species": ["C", "C", "O", "O", "C", "N", "C", "O", "C", "F", "H", "H", "H", "H", "H", "H"], "coordinates": [[-2.7524, -0.0444, -0.6536], [-1.6431, 0.2077, 0.3600], [-1.7318, 0.9420, 1.3149], [-0.5157, -0.4550, 0.0478], [0.7156, -0.1065, 0.6753], [1.3881, 1.0106, 0.1176], [2.4772, 0.3213, -0.4244], [3.3282, 0.5943, -1.1697], [1.8872, -0.9762, 0.1575], [2.6659, -1.5325, 1.1156], [-3.4184, 0.8191, -0.8264], [-3.4017, -0.8237, -0.3021], [-2.1878, -0.4498, -1.4638], [0.6227, 0.0638, 1.7054], [1.0479, 2.0339, 0.0410], [1.5182, -1.6047, -0.6952]], "nbo_charge": [-0.721, 0.805, -0.591, -0.522, 0.201, -0.640, 0.660, -0.528, 0.113, -0.317, 0.250, 0.244, 0.235, 0.201, 0.420, 0.190], "spin_multiplicity": 1, "lumo_energy_ev": 0.64, "orbital_gap_ha": 0.4076, "smiles": "CC(=O)O[C@@H]1NC(=O)[C@H]1F"}

=====

{"formula": "C5H6FNS", "method": "ωB97M-V/def2-TZVPD", "species": ["C", "C", "C", "C", "C", "H", "H", "H", "H", "H", "H", "N", "F", "S"], "coordinates": [[0.9409, -1.5716, -1.6969], [0.6318, -0.2256, -1.1841], [0.6936, 0.1216, 0.3338], [-1.3356, -0.7116, 0.8429], [-0.5554, -0.2110, -0.3306], [0.0288, -1.7137, -2.4000], [0.5398, -2.4449, -1.0588], [2.0006, -1.7241, -2.0188], [1.0589, -0.8776, 0.7535], [-1.9488, -1.5538, 0.8586], [-0.9524, 0.7590, -0.9196], [-1.3797, -0.0201, 1.8978], [0.6862, 0.5932, -2.4165], [0.0315, 1.1216, 1.5912]], "nbo_charge": [-0.666, 0.442, -0.466, 0.059, -0.387, 0.253, 0.229, 0.237, 0.226, 0.202, 0.255, -0.428, -0.361, 0.408], "spin_multiplicity": 1, "lumo_energy_ev": 0.53, "orbital_gap_ha": 0.3489}

=====

{"formula": "C5H6FNS", "method": "ωB97M-V/def2-TZVPD", "species": ["C", "C", "C", "S", "C", "F", "C", "N", "H", "H", "H", "H", "H", "H"], "coordinates": [[-0.7587, -1.5516, 0.8369], [-0.6778, -0.2613, -0.2036], [0.3881, 0.1885, -0.9647], [1.7876, -0.8353, -1.3367], [0.1714, 0.9156, 0.3952], [1.1190, 0.7157, 1.3237], [-0.3551, 2.1863, 0.4692], [-0.7089, 3.2863, 0.7377], [-1.6643, -2.3208, 0.4430], [0.3814, -1.8966, 0.7218], [-0.8844, -1.2668, 2.0057], [-1.5361, 0.0384, -0.9030], [-0.0120, 0.5844, -2.0771], [2.7501, 0.2172, -1.4482]], "nbo_charge": [-0.654, -0.235, -0.386, 0.002, 0.228, -0.293, 0.219, -0.275, 0.245, 0.241, 0.248, 0.258, 0.247, 0.155], "spin_multiplicity": 1, "lumo_energy_ev": 0.28, "orbital_gap_ha": 0.3596, "smiles": "C[C@@H]1[C@H](S)[C@@]1(F)C#N"}

=====

{"formula": "C5H6INO", "method": "ωB97M-V/def2-TZVPD", "species": ["C", "C", "I", "C", "O", "C", "C", "N", "H", "H", "H", "H", "H", "H"], "coordinates": [[-0.3579, 2.4275, 0.0376], [-0.5918, 0.9545, 0.1998], [-2.4540, 0.1457, -0.4449], [0.2542, 0.2283, 0.9370], [-0.0241, -1.0416, 1.3799], [0.5126, -2.1370, 0.5780], [0.5692, -2.1090, -0.7178], [0.8788, -2.0878, -1.9101], [-0.3534, 2.7397, -1.0827], [-1.0395, 3.0148, 0.6269], [0.5855, 2.6256, 0.5210], [0.9683, 0.7890, 1.4851], [0.8221, -3.0977, 0.9888], [0.2301, -2.4521, -2.5986]], "nbo_charge": [-0.659, -0.139, 0.123, 0.068, -0.501, -0.101, 0.340, -0.601, 0.230, 0.227, 0.219, 0.186, 0.233, 0.377], "spin_multiplicity": 1, "lumo_energy_ev": 0.47, "orbital_gap_ha": 0.3399, "smiles": "C/C(I)=C/OC=C=N"}

=====

{"formula": "C5H6INO", "method": "ωB97M-V/def2-TZVPD", "species": ["C", "C", "I", "C", "C", "N", "C", "O", "H", "H", "H", "H", "H", "H"], "coordinates": [[0.2532, 1.0807, -0.7590], [0.8999, 0.0165, 0.0838], [3.0285, 0.3868, -0.0170], [0.2668, -0.6140, 1.2165], [0.3257, -1.5470, 0.0788], [0.7653, -3.0237, -0.0159], [0.8688, -4.2318, -0.1558], [0.9755, -5.4098, -0.3169], [-0.8534, 0.7561, -0.7755], [0.6760, 1.1668, -1.8532], [0.5164, 2.0873, -0.3980], [-0.6722, -0.2201, 1.5021], [0.9926, -0.8101, 2.0836], [-0.7019, -1.5550, -0.4997]], "nbo_charge": [-0.666, -0.074, 0.112, -0.491, -0.027, -0.561, 0.862, -0.548, 0.218, 0.239, 0.242, 0.227, 0.252, 0.216], "spin_multiplicity": 1, "lumo_energy_ev": 0.18, "orbital_gap_ha": 0.3493, "smiles": "C[C@@]1(I)C[C@@H]1N=C=O"}

=====

{"formula": "C5H6Li2O4", "method": "ωB97M-V/def2-TZVPD", "species": ["O", "C", "O", "O", "C", "C", "Li", "H", "H", "H", "H", "Li", "C", "C", "O", "H", "H"], "coordinates": [[-3.6256, 0.6114, -0.1309], [-2.4963, 0.0300, -0.2105], [-2.3407, -1.1839, -0.3617], [-1.4744, 0.8921, -0.0523], [-0.1228, 0.3951, -0.0548], [0.7998, 1.4980, 0.2841], [-4.3699, -1.2171, -0.4101], [0.0957, -0.0357, -1.0419], [-0.0670, -0.4252, 0.6823], [0.5345, 2.2000, 1.0755], [1.7070, 1.6347, -0.3036], [-2.9071, 2.3889, 0.1079], [2.5319, -1.6701, 0.4011], [3.2955, -0.9460, -0.3954], [3.9034, -0.1764, -1.0219], [1.8644, -2.4059, -0.0465], [2.6717, -1.5899, 1.4786]], "nbo_charge": [-0.933, 0.956, -0.747, -0.602, -0.166, -0.286, 0.971, 0.215, 0.225, 0.179, 0.208, 0.972, -0.815, 0.727, -0.445, 0.266, 0.274], "total_charge": 1, "spin_multiplicity": 2, "lumo_energy_ev": [-3.81, -3.93], "orbital_gap_ha": [0.2868, 0.2854]}

=====

{"formula": "C5H6LiMgO4", "method": "ωB97M-V/def2-TZVPD", "species": ["C", "C", "C", "C", "O", "O", "Mg", "Li", "H", "H", "H", "H", "H", "H", "O", "O", "C"], "coordinates": [[-1.3029, 0.0385, -0.4331], [-0.3401, -0.3843, -1.5616], [1.0592, 0.0101, -1.1992], [1.9042, -0.8958, -0.6254], [2.8628, -0.6193, 0.2109], [-0.8267, -0.2643, 0.8533], [-1.1487, -1.9725, 1.9621], [1.3106, 0.1079, 1.2649], [-2.2861, -0.4446, -0.5891], [-1.4464, 1.1325, -0.5149], [-0.6993, 0.0676, -2.5020], [-0.3969, -1.4791, -1.6836], [1.2722, 1.0816, -1.0753], [1.6461, -1.9709, -0.7480], [0.0965, 1.0572, 2.7408], [-1.0074, 2.7903, 1.7377], [-0.6971, 1.7450, 2.1625]], "nbo_charge": [-0.055, -0.441, -0.481, 0.183, -0.883, -1.152, 0.058, 0.901, 0.140, 0.130, 0.179, 0.193, 0.175, 0.115, -0.620, -0.518, 1.075], "total_charge": -1, "spin_multiplicity": 1, "lumo_energy_ev": 2.59, "orbital_gap_ha": 0.1785}

=====

{"formula": "C5H6LiO4Rh", "method": "ωB97M-V/def2-TZVPD", "species": ["O", "C", "O", "O", "C", "C", "Li", "H", "H", "H", "H", "Rh", "C", "C", "O", "H", "H"], "coordinates": [[-2.4196, 0.1334, 0.4393], [-1.7759, -0.2765, 1.4684], [-2.3444, -0.7980, 2.4301], [-0.4529, -0.1291, 1.3997], [0.3160, -0.5777, 2.5046], [1.7506, -0.1431, 2.3313], [-4.0703, -0.5251, 1.4640], [0.2040, -1.6635, 2.6200], [0.0644, 0.0138, 3.4261], [2.3083, -0.4664, 3.2181], [1.8176, 0.9448, 2.2137], [-1.8280, 0.9318, -1.1887], [2.4072, -0.8218, 1.0484], [3.8124, -0.6107, 0.9721], [4.9183, -0.4485, 0.9284], [1.9869, -0.4196, 0.1106], [2.2738, -1.9179, 1.0451]], "nbo_charge": [-0.680, 0.939, -0.527, -0.493, -0.107, -0.393, 0.983, 0.245, 0.266, 0.287, 0.259, 1.376, -0.617, 0.967, -0.145, 0.307, 0.335], "total_charge": 3, "spin_multiplicity": 6, "lumo_energy_ev": [-11.05, -17.87], "orbital_gap_ha": [0.3522, 0.2009]}

=====

| no. | E (eV) |
| --- | --- |
| 1 | -24450.6002 |
| 2 | -26338.3377 |
| 3 | -18305.7154 |
| 4 | -21615.3279 |
| 5 | -15631.5511 |
| 6 | -20319.0483 |
| 7 | -20320.6774 |
| 8 | -16917.1287 |
| 9 | -16917.5952 |
| 10 | -13876.7850 |
| 11 | -19123.6294 |
| 12 | -16647.0439 |